[1]
C27H49AsN4O9S2SiY | ωB97M-V with the def2-TZVPD basis set

Geometry (Å):
Y: -0.630 -0.037 0.312
C: -2.287 1.148 4.202
C: -1.001 0.587 3.630
C: -0.181 -0.107 4.703
O: -1.290 -0.359 2.559
C: -0.180 1.700 2.965
O: 0.171 2.659 3.623
O: 0.073 1.513 1.701
H: -2.862 0.376 4.721
H: -2.901 1.586 3.414
H: -2.034 1.931 4.917
H: -0.781 -0.886 5.179
H: 0.106 0.626 5.456
H: 0.724 -0.551 4.283
H: -1.976 -0.996 2.825
C: 3.052 -2.246 0.399
C: 2.855 -0.739 0.474
C: 2.512 -0.348 1.901
C: 4.107 -0.012 0.009
O: 1.708 -0.309 -0.351
Si: 1.596 -0.311 -2.033
S: -0.396 0.156 -2.403
O: 2.093 -1.796 -2.469
C: 2.470 -2.345 -3.737
C: 3.948 -2.054 -3.963
C: 1.622 -1.749 -4.854
C: 2.228 -3.842 -3.621
O: 2.688 0.719 -2.691
C: 2.693 2.129 -2.912
C: 1.984 2.417 -4.230
C: 4.158 2.534 -2.998
C: 2.001 2.855 -1.764
H: 3.868 -2.529 1.065
H: 3.289 -2.574 -0.612
H: 2.160 -2.769 0.738
H: 3.315 -0.666 2.567
H: 1.601 -0.863 2.220
H: 2.369 0.727 2.000
H: 4.939 -0.298 0.656
H: 3.977 1.070 0.072
H: 4.358 -0.279 -1.019
H: 4.115 -0.975 -4.006
H: 4.287 -2.505 -4.898
H: 4.538 -2.470 -3.143
H: 1.794 -0.672 -4.938
H: 0.562 -1.916 -4.655
H: 1.880 -2.216 -5.807
H: 2.809 -4.253 -2.793
H: 2.517 -4.352 -4.543
H: 1.172 -4.034 -3.423
H: 2.492 1.899 -5.047
H: 1.992 3.489 -4.441
H: 0.950 2.070 -4.181
H: 4.655 1.971 -3.791
H: 4.665 2.325 -2.054
H: 4.246 3.602 -3.215
H: 0.956 2.548 -1.710
H: 2.042 3.935 -1.920
H: 2.477 2.625 -0.809
N: -2.943 -0.844 -0.279
C: -3.734 -1.117 0.894
C: -4.569 -0.126 1.386
C: -5.174 -0.278 2.627
C: -4.947 -1.427 3.374
C: -4.178 -2.452 2.839
C: -3.566 -2.302 1.599
S: -5.519 -1.533 5.075
O: -4.336 -1.092 5.809
O: -6.638 -0.612 5.140
O: -5.849 -2.932 5.265
H: -3.435 -0.201 -0.893
H: -2.732 -1.683 -0.812
H: -4.728 0.778 0.804
H: -5.814 0.493 3.040
H: -4.048 -3.363 3.411
H: -2.938 -3.089 1.200
N: -0.472 -2.340 0.339
C: -0.189 -3.444 0.061
N: 0.011 -4.662 -0.283
C: 1.055 -5.299 0.264
N: 1.941 -5.909 0.691
C: -0.858 4.191 -0.308
As: -2.052 2.662 -0.157
C: -3.210 2.987 -1.695
C: -3.154 3.377 1.290
H: -1.411 5.108 -0.111
H: -0.416 4.242 -1.300
H: -0.075 4.064 0.439
H: -3.683 3.966 -1.642
H: -3.987 2.222 -1.742
H: -2.611 2.915 -2.601
H: -3.668 4.278 0.958
H: -2.487 3.629 2.116
H: -3.880 2.650 1.641

Calculated values
DFT total energy: -5314.9184 Ha
spin multiplicity: 1
charge: -1
frontier orbital gap: 7.97 eV

[2]
C3H6N2 | ωB97M-V with the def2-TZVPD basis set

Geometry (Å):
C: -0.273 -0.291 0.248
C: 0.441 -0.524 -1.066
N: -1.201 0.756 0.243
C: 0.816 -0.159 1.586
N: 1.603 0.681 1.696
H: -0.755 -1.203 0.606
H: -1.628 0.934 1.142
H: -0.855 1.608 -0.181
H: 1.442 -0.101 -1.125
H: -0.119 -0.107 -1.905
H: 0.530 -1.593 -1.244

Calculated values
DFT total energy: -227.3585 Ha
spin multiplicity: 1
frontier orbital gap: 10.45 eV
SMILES string: C[C@H](N)C#N

[3]
C20H13IN2O4S | ωB97M-V with the def2-TZVPD basis set

Geometry (Å):
S: 6.700 0.777 0.712
C: 5.096 0.107 0.147
C: 3.894 0.575 0.820
C: 2.531 0.064 0.416
N: 1.444 0.555 1.125
C: 0.256 0.001 0.653
C: 0.178 -0.952 -0.482
N: 1.241 -1.433 -1.181
C: 2.429 -0.910 -0.687
C: 3.701 -1.382 -1.350
C: 5.020 -0.926 -0.975
I: 6.821 -1.660 -1.924
H: 6.930 0.107 1.902
H: 4.017 1.338 1.634
H: -0.706 0.288 1.159
H: -0.840 -1.309 -0.791
H: 3.634 -2.125 -2.186
C: -2.517 -3.228 1.671
C: -2.690 -4.518 1.387
C: -3.980 -5.022 0.862
O: -4.140 -6.197 0.605
C: -5.068 -4.036 0.665
C: -4.894 -2.746 0.949
C: -3.604 -2.244 1.474
O: -3.443 -1.067 1.732
H: -1.581 -2.842 2.056
H: -1.905 -5.251 1.524
H: -6.004 -4.422 0.280
H: -5.678 -2.013 0.812
C: 0.403 3.266 -0.616
C: -0.543 3.659 0.236
C: -1.589 4.627 -0.166
O: -2.450 4.985 0.611
C: -1.543 5.144 -1.553
C: -0.597 4.754 -2.405
C: 0.448 3.785 -2.003
O: 1.309 3.428 -2.781
H: 1.172 2.559 -0.335
H: -0.591 3.292 1.254
H: -2.315 5.850 -1.830
H: -0.548 5.123 -3.422

Calculated values
DFT total energy: -1876.1461 Ha
spin multiplicity: 1
frontier orbital gap: 7.29 eV
SMILES string: O=C1C=CC(=O)C=C1.O=C1C=CC(=O)C=C1.Sc1cc2nccnc2cc1I

[4]
C5H10O2 | ωB97M-V with the def2-TZVPD basis set

Geometry (Å):
C: -2.011 -0.551 0.964
C: -1.069 0.307 0.184
O: -1.235 1.510 0.157
C: 0.170 -0.433 -0.343
C: 1.441 0.345 -0.703
C: 2.003 -0.252 0.593
O: 0.783 -0.973 0.852
H: -2.968 -0.034 1.046
H: -2.132 -1.558 0.560
H: -1.544 -0.630 1.949
H: -0.830 1.018 -2.153
H: -0.851 1.528 -1.583
H: -0.095 -1.236 -1.047
H: 1.931 0.006 -1.620
H: 1.335 1.430 -0.725
H: 2.227 0.470 1.387
H: 2.843 -0.946 0.482

Calculated values
DFT total energy: -346.8940 Ha
spin multiplicity: 1
frontier orbital gap: 10.45 eV
SMILES string: CC(=O)[C@H]1CCO1.[H][H]

[5]
C3H13NO3 | ωB97M-V with the def2-TZVPD basis set

Geometry (Å):
C: -0.371 2.288 -1.240
C: -0.011 0.917 -0.808
C: 1.294 0.645 -0.915
N: -0.997 0.054 -0.424
H: -1.000 2.658 -0.440
H: -0.928 2.462 -2.100
H: 0.484 3.004 -1.302
H: 1.737 -0.332 -0.865
H: 2.096 1.242 -1.184
H: -1.840 0.499 -0.222
H: -0.808 -0.811 0.136
H: 0.861 -2.272 1.641
H: 0.185 -0.841 2.264
O: 0.576 -1.351 1.624
H: -1.671 -0.301 2.857
H: -0.957 0.957 3.033
O: -0.868 -0.009 3.285
H: -0.086 -1.321 -2.497
H: 0.712 -1.995 -1.306
O: 0.632 -1.943 -2.319

Calculated values
DFT total energy: -402.5073 Ha
spin multiplicity: 1
frontier orbital gap: 8.02 eV
SMILES string: C=C(C)N.O.O.O